(1)
{"formula": "C3H9N2O2", "method": "ωB97M-V with the def2-TZVPD basis set", "elements": ["C", "C", "C", "N", "N", "O", "O", "H", "H", "H", "H", "H", "H", "H", "H", "H"], "coordinates": [[0.7540, -0.5028, 0.8505], [0.3447, 0.8568, 0.2946], [0.4268, -1.9438, 0.4179], [-0.5491, 1.6966, 0.8048], [-0.9779, 0.4490, -1.4885], [2.2745, 0.1037, 0.0641], [1.4245, 1.1667, -0.3751], [0.8632, -0.4354, 1.8818], [-0.1936, -2.3803, 1.1859], [1.2930, -2.6791, 0.3146], [-0.2542, -1.9821, -0.4587], [-0.6436, 2.7557, 0.6201], [-1.4061, 1.3213, 1.3035], [-1.5444, -0.3064, -1.5897], [-0.3483, 0.5373, -2.2877], [-1.4634, 1.3428, -1.5383]], "mulliken_charge": [0.110, 0.536, -0.974, -0.410, -0.695, -0.262, -0.152, 0.514, 0.376, 0.301, 0.270, 0.322, 0.275, 0.229, 0.282, 0.280], "total_charge": 1, "gap_ha": 0.3868, "homo_ev": -14.810}


(2)
{"formula": "C28H67BrF8InO22P6", "method": "ωB97M-V with the def2-TZVPD basis set", "elements": ["C", "O", "C", "C", "C", "C", "C", "C", "C", "In", "C", "C", "F", "P", "O", "Br", "C", "F", "F", "C", "F", "F", "C", "F", "F", "F", "H", "H", "H", "H", "H", "H", "H", "H", "H", "H", "H", "H", "H", "H", "H", "H", "H", "H", "H", "H", "H", "H", "C", "O", "P", "O", "O", "C", "O", "C", "H", "H", "H", "H", "H", "H", "H", "H", "H", "C", "O", "P", "O", "O", "C", "O", "C", "H", "H", "H", "H", "H", "H", "H", "H", "H", "C", "O", "P", "O", "O", "C", "O", "C", "H", "H", "H", "H", "H", "H", "H", "H", "H", "C", "O", "P", "O", "O", "C", "O", "C", "H", "H", "H", "H", "H", "H", "H", "H", "H", "C", "O", "P", "O", "O", "C", "O", "C", "H", "H", "H", "H", "H", "H", "H", "H", "H"], "coordinates": [[2.2095, -3.3942, 0.0624], [2.5368, -2.8330, -1.1803], [1.8776, -1.5814, -1.3551], [2.5285, -0.8543, -2.4998], [3.9233, -0.2509, -2.1579], [3.9865, 1.2787, -2.3481], [3.9742, 2.1011, -1.0286], [2.6912, 2.9200, -0.8191], [1.6469, 2.0659, -0.0592], [-0.4719, 2.5892, -0.4500], [-1.4515, 2.4511, 1.5559], [-1.4951, 0.9806, 1.9714], [-2.7417, 3.0222, 1.6039], [-0.6835, 4.9558, -1.4646], [-0.5301, 4.7087, -3.1085], [1.1428, 6.1740, -0.8301], [-1.3788, 1.0368, -1.8478], [-1.5310, -0.1443, -1.1813], [-0.4944, 0.8253, -2.8913], [-2.7013, 1.3726, -2.5308], [-3.2094, 0.2166, -3.0758], [-2.5282, 2.2111, -3.5637], [-3.8159, 1.8982, -1.6080], [-4.9876, 1.8420, -2.2943], [-3.6251, 3.1786, -1.2894], [-3.9658, 1.1371, -0.5268], [2.2766, -2.6712, 0.8800], [1.2025, -3.8202, 0.0614], [2.9248, -4.1872, 0.2717], [0.8083, -1.7403, -1.5269], [1.9766, -1.0394, -0.4089], [1.9005, -0.0553, -2.8862], [2.6393, -1.5765, -3.3088], [4.1711, -0.5408, -1.1395], [4.6093, -0.6959, -2.8738], [3.1628, 1.6315, -2.9685], [4.9048, 1.4949, -2.8923], [4.8542, 2.7454, -1.0433], [4.0738, 1.3948, -0.2052], [2.2836, 3.2688, -1.7658], [2.9408, 3.7516, -0.1665], [1.7969, 1.0209, -0.3326], [1.8524, 2.1577, 1.0080], [-0.8057, 2.9558, 2.2751], [-2.4164, 0.4900, 1.6686], [-1.3051, 0.8245, 3.0362], [-0.6848, 0.4611, 1.4552], [-0.1790, 3.8345, -3.2941], [-2.2914, -5.1233, 3.9136], [-1.5603, -3.9693, 4.3338], [0.0781, -4.0542, 4.1800], [0.1480, -4.9220, 2.9711], [0.2082, -4.8285, 5.6254], [-0.6606, -4.6061, 6.7324], [1.6554, -3.6153, 4.2234], [2.6267, -4.6496, 4.4132], [-3.2950, -5.0030, 4.3210], [-2.3459, -5.1741, 2.8304], [-1.8372, -6.0330, 4.3061], [-1.4134, -5.3944, 6.7731], [-1.1543, -3.6397, 6.6779], [-0.0633, -4.6541, 7.6426], [2.6413, -5.2984, 3.5384], [2.4357, -5.2259, 5.3135], [3.5885, -4.1510, 4.5152], [-4.4318, 6.5007, -9.8018], [-5.0276, 6.0913, -8.5652], [-4.0121, 5.4588, -7.5023], [-2.7013, 6.1014, -7.6276], [-4.0062, 3.9417, -8.1134], [-4.9835, 3.3956, -8.9868], [-4.2943, 5.0425, -6.0071], [-3.3856, 4.1029, -5.3872], [-5.2548, 6.6552, -10.4970], [-3.8863, 7.4317, -9.6737], [-3.7641, 5.7313, -10.1862], [-4.6272, 3.4325, -10.0184], [-5.9332, 3.9218, -8.9144], [-5.1313, 2.3532, -8.7092], [-2.4087, 4.5606, -5.2485], [-3.3029, 3.1886, -5.9675], [-3.8084, 3.8693, -4.4187], [4.1604, -1.5247, 2.4790], [5.0309, -0.3991, 2.6971], [6.5758, -0.6833, 2.4720], [6.7594, -1.6780, 1.4099], [6.8972, -1.3016, 3.9499], [6.0793, -1.1422, 5.1076], [7.7977, 0.3386, 2.4412], [9.1023, -0.2177, 2.6218], [3.2014, -1.2560, 2.9163], [4.0371, -1.7072, 1.4157], [4.5528, -2.4158, 2.9668], [5.4676, -2.0320, 5.2632], [5.4351, -0.2685, 5.0375], [6.7401, -1.0277, 5.9656], [9.3603, -0.8439, 1.7695], [9.1686, -0.7877, 3.5450], [9.7899, 0.6233, 2.6735], [-7.4983, 2.1639, -6.5061], [-7.1247, 1.1130, -7.4115], [-8.1335, -0.1151, -7.4945], [-9.5111, 0.3580, -7.3108], [-7.5790, -0.9245, -6.1964], [-6.3052, -0.7147, -5.5771], [-8.1419, -1.3542, -8.4937], [-8.9089, -2.4953, -8.0935], [-6.6131, 2.7814, -6.3624], [-8.2880, 2.7760, -6.9335], [-7.8201, 1.7638, -5.5467], [-6.4255, -0.0810, -4.6984], [-5.5865, -0.2579, -6.2515], [-5.9295, -1.6838, -5.2558], [-9.9689, -2.2482, -8.0924], [-8.6024, -2.8575, -7.1158], [-8.7179, -3.2677, -8.8345], [1.3276, -2.1991, 8.4925], [2.2037, -1.0685, 8.4877], [3.7888, -1.3808, 8.7197], [3.8805, -2.7178, 8.0682], [3.6695, -1.4340, 10.3451], [2.7148, -0.6880, 11.1056], [5.3832, -1.0369, 8.7221], [6.2360, -1.9027, 9.4760], [0.3153, -1.8086, 8.5959], [1.4065, -2.7500, 7.5594], [1.5485, -2.8546, 9.3348], [1.8731, -1.3312, 11.3634], [2.3461, 0.1825, 10.5709], [3.2021, -0.3660, 12.0241], [6.2571, -2.8869, 9.0112], [5.9216, -1.9789, 10.5134], [7.2295, -1.4605, 9.4402]], "mulliken_charge": [-0.335, -0.456, -0.272, -0.604, -0.292, -0.845, -0.333, -0.824, -0.055, 0.545, -0.150, -0.911, -0.391, 0.291, -0.419, -0.382, -0.185, -0.278, -0.284, 1.044, -0.357, -0.156, 0.377, -0.249, -0.186, -0.233, -0.205, 0.366, 0.342, 0.298, 0.266, 0.014, 0.577, 0.002, 0.294, 0.402, 0.454, 0.450, -0.018, 0.244, 0.243, -0.635, 0.486, 0.381, 0.289, 0.320, 0.125, 0.293, -0.695, -0.435, 1.088, -0.715, -0.336, -0.800, 0.045, -0.622, 0.250, 0.255, 0.343, 0.262, 0.374, 0.302, 0.255, 0.329, 0.165, -0.660, -0.336, 1.054, -0.677, -0.301, -0.663, -0.352, -0.702, 0.244, 0.277, 0.329, 0.292, 0.360, 0.178, 0.458, 0.361, 0.112, -0.750, -0.355, 1.140, -0.671, -0.435, -0.551, -0.387, -0.640, 0.478, 0.202, 0.309, 0.193, 0.314, 0.314, 0.282, 0.278, 0.236, -0.577, -0.013, 0.909, -0.682, -0.413, -0.663, -0.406, -0.627, 0.065, 0.285, 0.398, 0.271, 0.280, 0.348, 0.283, 0.289, 0.230, -0.579, -0.485, 1.421, -0.689, -0.362, -0.726, -0.404, -0.646, 0.350, 0.050, 0.362, 0.239, 0.343, 0.293, 0.278, 0.300, 0.233], "total_charge": -1, "gap_ha": 0.1563, "homo_ev": -4.521}


(3)
{"formula": "C14H21N3OSSi", "method": "ωB97M-V with the def2-TZVPD basis set", "elements": ["C", "C", "Si", "C", "C", "C", "O", "N", "C", "S", "H", "H", "H", "H", "H", "H", "H", "C", "C", "C", "C", "N", "H", "H", "H", "H", "H", "H", "H", "C", "C", "C", "C", "N", "H", "H", "H", "H", "H", "H", "H"], "coordinates": [[4.3618, -1.8793, 0.8243], [3.2893, -1.5382, 1.2559], [1.7630, -1.0892, 2.1667], [0.5114, -2.4646, 2.0277], [-0.6849, -2.0464, 2.8883], [-1.7809, -1.3578, 2.1733], [-0.7959, -0.6769, 3.0841], [2.1501, -0.8414, 3.8686], [2.6751, 0.2053, 4.1642], [3.3512, 1.5692, 4.5326], [5.3213, -2.2143, 0.5081], [1.2369, 0.1389, 1.5595], [0.8785, -3.4119, 2.4177], [0.1671, -2.5393, 0.9976], [-0.9596, -2.7184, 3.6935], [-2.6895, -1.0339, 2.6522], [-1.5454, -1.1227, 1.1428], [3.1851, 1.2712, -3.3882], [2.9125, 2.0419, -2.1019], [2.2931, 1.1683, -1.0066], [0.9594, 0.6829, -1.3492], [-0.0868, 0.2947, -1.6196], [2.2599, 0.9000, -3.8318], [3.6717, 1.9117, -4.1233], [3.8391, 0.4174, -3.2015], [2.2580, 2.8899, -2.3111], [3.8481, 2.4499, -1.7167], [2.2131, 1.7376, -0.0788], [2.9309, 0.3082, -0.7936], [-4.7026, 1.7630, -1.4806], [-3.3509, 1.0820, -1.2974], [-3.4348, -0.4443, -1.3650], [-4.2103, -1.0058, -0.2602], [-4.8059, -1.4480, 0.6165], [-5.3940, 1.4992, -0.6786], [-4.5883, 2.8470, -1.4761], [-5.1598, 1.4784, -2.4305], [-2.9141, 1.3829, -0.3434], [-2.6647, 1.4141, -2.0761], [-2.4280, -0.8634, -1.3322], [-3.8800, -0.7584, -2.3111]], "mulliken_charge": [0.460, -0.972, 0.488, -0.996, 0.440, -0.366, -0.443, -0.341, 0.401, -0.375, 0.414, -0.109, 0.425, 0.407, 0.396, 0.343, -0.231, -1.158, -0.686, -0.058, 0.318, -0.440, 0.340, 0.347, 0.291, 0.339, 0.360, 0.330, 0.021, -1.299, -0.252, -0.393, 0.258, -0.525, 0.344, 0.361, 0.331, 0.245, 0.362, 0.216, 0.403], "gap_ha": 0.3734, "homo_ev": -9.657}


(4)
{"formula": "C3H8NO", "method": "ωB97M-V with the def2-TZVPD basis set", "elements": ["C", "N", "C", "C", "O", "H", "H", "H", "H", "H", "H", "H", "H"], "coordinates": [[0.7729, 0.1358, 0.1912], [2.2620, 0.1701, -0.2336], [-0.2183, -0.3795, -0.9161], [-0.4189, -1.0306, 0.3964], [-1.2351, -0.6207, 1.2671], [1.6630, -0.3774, 0.7504], [-2.3624, 2.4158, 0.3081], [0.5285, 1.1246, 0.5278], [2.5906, -0.7845, -0.4502], [0.2143, -0.9868, -1.6986], [-0.8700, 0.3989, -1.2869], [-2.8937, 1.9873, 0.6685], [-0.0327, -2.0529, 0.4758]], "lowdin_spin": [0.214, 0.428, 0.024, 0.024, 0.272, 0.012, 0.000, 0.001, 0.013, 0.001, 0.007, 0.000, 0.005], "s_squared": 0.7778, "gap_ha": [0.3706, 0.2682], "homo_ev": [-9.262, -9.014], "multiplicity": 2}


(5)
{"formula": "C4H13N5", "method": "ωB97M-V with the def2-TZVPD basis set", "elements": ["C", "C", "C", "C", "N", "N", "N", "N", "N", "H", "H", "H", "H", "H", "H", "H", "H", "H", "H", "H", "H", "H"], "coordinates": [[0.0973, -1.6783, -0.6408], [0.6435, -0.6399, 0.4875], [-0.7990, -0.1536, 0.9435], [1.7637, 0.3773, 0.0965], [-1.2213, -2.0795, -0.2797], [-1.6030, -1.1880, 0.7098], [2.9611, -0.0993, -0.0078], [-1.2630, 1.2367, -0.4882], [-0.9489, 2.5110, -0.0815], [-0.0058, -1.1102, -1.5342], [0.8504, -2.5268, -0.7373], [1.0918, -1.3909, 1.1876], [-0.8848, 0.5168, 1.8244], [1.5941, 1.4247, -0.2397], [-1.3876, -2.9874, 0.0501], [-2.5488, -1.2194, 1.0935], [3.2011, -1.1167, 0.3673], [3.8296, 0.4852, -0.1866], [-1.1378, 1.0460, -1.4931], [-2.3061, 1.0551, -0.4455], [-0.2362, 2.8616, -0.6890], [-1.7390, 3.1669, 0.0034]], "mulliken_charge": [-0.733, -0.199, -0.218, 0.045, -0.327, 0.004, -0.266, -0.324, -0.573, 0.409, 0.362, 0.600, 0.440, 0.344, 0.317, 0.300, 0.328, 0.332, 0.325, 0.345, 0.218, 0.270], "total_charge": 2, "gap_ha": 0.2751, "homo_ev": -16.389}


(6)
{"formula": "C37H41AsFeN6O2S2", "method": "ωB97M-V with the def2-TZVPD basis set", "elements": ["Fe", "C", "N", "C", "C", "N", "N", "C", "N", "N", "H", "H", "H", "H", "H", "H", "H", "H", "H", "H", "H", "N", "C", "O", "C", "C", "H", "H", "H", "H", "H", "H", "S", "C", "C", "C", "C", "C", "C", "As", "C", "C", "C", "C", "C", "C", "C", "C", "C", "C", "C", "C", "H", "H", "H", "H", "H", "H", "H", "H", "H", "H", "H", "H", "H", "H", "O", "S", "C", "C", "C", "C", "C", "C", "C", "C", "C", "C", "C", "C", "H", "H", "H", "H", "H", "H", "H", "H", "H", "H"], "coordinates": [[0.9694, 0.3552, -0.1051], [-3.0137, 0.3498, 3.6056], [-2.7463, 0.6893, 2.2152], [-3.6887, 0.0550, 1.3130], [-1.3926, 0.6451, 1.8332], [-0.9152, 0.1010, 0.7603], [-0.5663, 1.3304, 2.6987], [0.8059, 1.2880, 2.6726], [1.4204, 2.3189, 3.3802], [1.4323, 0.3516, 2.0404], [-4.0483, 0.6017, 3.8388], [-2.3659, 0.9130, 4.2728], [-2.8617, -0.7202, 3.7964], [-4.6968, 0.2530, 1.6778], [-3.5455, -1.0309, 1.2446], [-3.5972, 0.4886, 0.3179], [-1.5927, -0.4284, 0.2273], [-0.9763, 2.1371, 3.1442], [0.9663, 2.6439, 4.2209], [2.4186, 2.2247, 3.4796], [2.4375, 0.4319, 2.1515], [2.7607, 4.0481, -0.2983], [2.4484, 2.7334, -0.1885], [1.4103, 2.3928, 0.3876], [3.4484, 1.7424, -0.7108], [3.0046, 0.3176, -0.4134], [2.0096, 4.6994, -0.1145], [3.4494, 4.3249, -0.9787], [4.4349, 1.9825, -0.2936], [3.4975, 1.8923, -1.7917], [3.5651, -0.0937, 0.4312], [3.2042, -0.3201, -1.2754], [0.4346, -0.7076, -2.1427], [1.5928, -2.0094, -2.3251], [2.2189, -2.2739, -3.5407], [3.1401, -3.3026, -3.6303], [3.4497, -4.0747, -2.5199], [2.8368, -3.8058, -1.3050], [1.9036, -2.7878, -1.1996], [1.1177, -2.1362, 0.4510], [1.8735, -3.4573, 1.7331], [2.8210, -3.0092, 2.6501], [3.3087, -3.8446, 3.6394], [2.8393, -5.1450, 3.7358], [1.9026, -5.6069, 2.8266], [1.4217, -4.7730, 1.8328], [-0.6453, -2.9874, 0.3728], [-1.2509, -3.4331, -0.7955], [-2.5436, -3.9328, -0.7732], [-3.2463, -3.9999, 0.4180], [-2.6528, -3.5571, 1.5912], [-1.3656, -3.0548, 1.5647], [1.9908, -1.6564, -4.3980], [3.6298, -3.5010, -4.5740], [4.1714, -4.8765, -2.5960], [3.0902, -4.3836, -0.4220], [3.1630, -1.9822, 2.5724], [4.0447, -3.4866, 4.3458], [3.2053, -5.7962, 4.5158], [1.5441, -6.6236, 2.8996], [0.6935, -5.1446, 1.1201], [-0.7108, -3.3849, -1.7333], [-3.0009, -4.2810, -1.6886], [-4.2513, -4.3971, 0.4414], [-3.2007, -3.6038, 2.5231], [-0.8935, -2.6920, 2.4739], [1.1464, 2.4198, -2.3362], [-0.0735, 2.0681, -1.6029], [-1.3728, 2.1151, -2.8702], [-2.6465, 1.6415, -2.6031], [-3.6417, 1.8061, -3.5508], [-3.3618, 2.4405, -4.7528], [-2.0717, 2.8703, -5.0269], [-1.0748, 2.7028, -4.0861], [-0.6975, 3.6520, -0.9680], [-0.2024, 4.8594, -1.4427], [-0.6734, 6.0516, -0.9248], [-1.6436, 6.0448, 0.0680], [-2.1369, 4.8349, 0.5398], [-1.6637, 3.6421, 0.0274], [-2.8417, 1.1396, -1.6648], [-4.6385, 1.4350, -3.3574], [-4.1448, 2.5867, -5.4835], [-1.8445, 3.3293, -5.9768], [-0.0557, 3.0101, -4.2663], [0.5464, 4.8410, -2.2213], [-0.2844, 6.9931, -1.2881], [-2.0074, 6.9787, 0.4742], [-2.8918, 4.8300, 1.3135], [-2.0318, 2.6975, 0.3965]], "lowdin_spin": [3.495, 0.000, 0.003, 0.001, 0.000, 0.034, 0.003, 0.031, 0.016, 0.026, 0.000, 0.000, 0.000, 0.000, 0.000, 0.000, 0.001, 0.000, 0.001, 0.001, 0.001, 0.004, 0.008, 0.039, 0.012, 0.049, 0.000, 0.001, 0.001, 0.001, 0.009, 0.007, 0.076, 0.011, 0.007, 0.001, 0.005, 0.000, 0.002, 0.047, 0.027, 0.002, 0.000, 0.000, 0.001, 0.005, 0.006, 0.003, 0.000, 0.001, 0.000, 0.002, 0.001, 0.000, 0.000, 0.000, 0.001, 0.000, 0.000, 0.000, 0.001, 0.001, 0.000, 0.000, 0.000, 0.000, -0.001, 0.030, 0.009, 0.002, 0.000, 0.001, 0.000, 0.003, 0.005, 0.002, 0.000, 0.001, 0.000, 0.001, 0.000, 0.000, 0.000, 0.000, 0.000, 0.000, 0.000, 0.000, 0.000, 0.000], "s_squared": 6.0284, "gap_ha": [0.1971, 0.2452], "homo_ev": [-5.230, -6.541], "multiplicity": 5}